# C24H24N4O3S

A single C24H24N4O3S molecule (ωB97M-V with the def2-TZVPD basis set, the Open Molecules 2025 dataset).

Last column: Löwdin charge in e.
Positions of all 56 atoms, in Å:
1 C 4.305 -0.291 0.808  0.003
2 C 3.934 -1.674 1.268  -0.398
3 O 4.758 -2.534 1.479  0.091
4 C 2.481 -1.927 1.486  -0.130
5 C 1.497 -1.133 0.908  0.057
6 C 0.159 -1.388 1.171  -0.217
7 C -0.204 -2.427 2.023  -0.010
8 C 0.776 -3.236 2.572  -0.044
9 C 2.109 -2.993 2.304  -0.005
10 H 2.885 -3.609 2.732  0.118
11 H 0.492 -4.049 3.223  0.110
12 H -1.245 -2.596 2.257  0.121
13 N -0.832 -0.554 0.600  0.072
14 C -1.908 -1.029 -0.068  -0.379
15 O -2.782 -0.308 -0.517  0.078
16 C -1.912 -2.503 -0.295  -0.323
17 C -1.030 -3.184 -1.103  -0.322
18 S -1.485 -4.826 -1.113  1.013
19 N -2.752 -4.516 -0.092  -0.334
20 N -2.852 -3.310 0.231  -0.027
21 H -0.191 -2.812 -1.652  0.080
22 C -0.670 0.906 0.684  -0.110
23 C 0.127 1.281 1.910  -0.175
24 C 1.287 2.041 1.865  -0.031
25 C 1.973 2.334 3.032  -0.076
26 C 1.511 1.874 4.252  -0.083
27 C 0.345 1.128 4.305  -0.068
28 C -0.344 0.839 3.144  -0.032
29 H -1.257 0.264 3.191  0.123
30 H -0.030 0.774 5.254  0.105
31 H 2.052 2.100 5.158  0.102
32 H 2.876 2.925 2.984  0.105
33 H 1.664 2.398 0.920  0.108
34 H -1.685 1.315 0.791  0.161
35 C -0.114 1.358 -0.685  -0.417
36 O 1.071 1.352 -0.965  0.048
37 N -1.083 1.707 -1.541  0.118
38 H -2.042 1.491 -1.301  0.124
39 C -0.831 1.971 -2.945  -0.289
40 C -1.801 3.049 -3.458  -0.127
41 H -2.247 3.573 -2.614  0.110
42 H -1.271 3.785 -4.061  0.108
43 C -2.865 2.314 -4.293  -0.183
44 H -2.705 2.509 -5.354  0.106
45 H -3.874 2.637 -4.043  0.104
46 C -2.652 0.827 -4.008  -0.188
47 H -2.997 0.196 -4.826  0.109
48 H -3.179 0.526 -3.101  0.099
49 C -1.146 0.729 -3.789  -0.133
50 H -0.845 -0.188 -3.284  0.108
51 H -0.619 0.792 -4.742  0.119
52 H 0.218 2.267 -3.019  0.143
53 H 1.757 -0.323 0.246  0.099
54 H 5.386 -0.180 0.827  0.088
55 H 3.950 -0.128 -0.208  0.092
56 H 3.840 0.454 1.451  0.077

Calculated values
* structure (SMILES): CC(=O)c1cccc(N(C(=O)c2csnn2)[C@H](C(=O)NC2CCCC2)c2ccccc2)c1
* highest occupied orbital energy: -9.093 eV
* relative energy (zero: lowest compared OMol25 entry of this formula, charge and spin): 8.07 kcal/mol
* gap between HOMO and LUMO: 9.18 eV
* charge: 0